[1]
This record from the Open Molecules 2025 dataset describes 2 unconnected molecules or ions with the total composition C6H5N. The level of theory is ωB97M-V with the def2-TZVPD basis set.

Each line ends with the Löwdin charge.
CARTESIAN COORDINATES (ANGSTROEM)
1 C 1.547 2.511 1.136  0.17
2 C 0.441 2.147 0.812  -0.13
3 C -0.853 1.869 0.557  -0.28
4 N -1.931 1.465 0.466  0.20
5 H 2.497 2.973 1.289  0.05
6 C -0.070 -2.657 0.029  -0.02
7 C -0.260 -1.548 -0.499  -0.22
8 C -0.508 -0.515 -1.250  -0.04
9 H 0.309 -3.396 -0.615  0.05
10 H -0.097 -2.930 1.085  0.07
11 H -1.389 -0.211 -1.838  0.07
12 H 0.316 0.291 -1.171  0.07

Values from the calculation:
- largest force on an atom (eV/A) = 4.85
- total energy (eV) = -7787.8895
- LUMO level (eV) = 0.36
- frontier orbital gap (eV) = 9.80
- E_HOMO (eV) = -9.44
- ΔE to the lowest compared entry with this formula, charge and spin (kcal per mole) = 90.06
- SMILES = C#CC#N.C=C=C



[2]
This record from the Open Molecules 2025 dataset describes C6H5N in the gas phase. The level of theory is ωB97M-V with the def2-TZVPD basis set.

Each line ends with the Löwdin charge.
CARTESIAN COORDINATES (ANGSTROEM)
1 C 2.377 1.578 -0.307  0.12
2 C 1.719 0.609 -0.586  -0.09
3 C 0.880 -0.531 -0.888  -0.25
4 N 0.712 -1.622 0.112  0.11
5 C -0.325 -0.693 -0.077  -0.26
6 C -1.453 -0.239 0.356  -0.03
7 C -2.647 0.159 0.704  0.01
8 H 2.946 2.444 -0.051  0.03
9 H 0.895 -0.889 -1.915  0.14
10 H 1.236 -1.450 0.967  0.12
11 H -3.513 -0.297 0.234  0.06
12 H -2.825 0.931 1.450  0.06

Values from the calculation:
- largest force on an atom (eV/A) = 0.50
- total energy (eV) = -7787.8412
- LUMO level (eV) = 1.00
- frontier orbital gap (eV) = 9.93
- E_HOMO (eV) = -8.93
- ΔE to the lowest compared entry with this formula, charge and spin (kcal per mole) = 91.17
- SMILES = C#C[C@H]1NC1=C=C



[3]
This record from the Open Molecules 2025 dataset describes C6H5N in the gas phase. The level of theory is ωB97M-V with the def2-TZVPD basis set.

Each line ends with the Löwdin charge.
CARTESIAN COORDINATES (ANGSTROEM)
1 C -1.747 0.118 1.769  0.13
2 C -1.234 -0.369 0.792  -0.09
3 C -0.663 -0.965 -0.394  -0.29
4 N 0.683 -1.535 -0.386  0.07
5 C 0.462 -0.290 -1.121  -0.29
6 C 1.012 0.947 -0.612  -0.10
7 C 1.498 1.958 -0.177  0.13
8 H -2.197 0.552 2.634  0.03
9 H -1.366 -1.535 -0.997  0.14
10 H 1.143 -1.329 0.498  0.11
11 H 0.495 -0.404 -2.203  0.14
12 H 1.926 2.855 0.212  0.03

Values from the calculation:
- largest force on an atom (eV/A) = 0.67
- total energy (eV) = -7788.1734
- LUMO level (eV) = 1.09
- frontier orbital gap (eV) = 10.43
- E_HOMO (eV) = -9.34
- ΔE to the lowest compared entry with this formula, charge and spin (kcal per mole) = 83.51
- SMILES = C#C[C@@H]1N[C@@H]1C#C



[4]
This record from the Open Molecules 2025 dataset describes C6H5N in the gas phase. The level of theory is ωB97M-V with the def2-TZVPD basis set.

Each line ends with the Mulliken spin population.
CARTESIAN COORDINATES (ANGSTROEM)
1 C -0.077 0.843 -0.939  0.10
2 C 0.955 -1.803 -0.689  -0.03
3 C 0.455 -1.282 0.423  0.99
4 C -0.193 0.185 0.287  0.04
5 C 0.460 0.096 -1.987  0.72
6 C -0.744 0.898 1.445  0.01
7 N 0.876 -1.034 -1.795  0.15
8 H -0.471 1.838 -1.055  0.00
9 H 1.346 -2.875 -0.810  0.01
10 H 0.103 0.757 2.174  0.00
11 H -0.944 1.901 1.120  0.00
12 H -1.765 0.477 1.824  0.00

Values from the calculation:
- largest force on an atom (eV/A) = 5.41
- total energy (eV) = -7786.9757
- multiplicity = 3
- LUMO level (alpha / beta) (eV) = 0.88 / -1.58
- frontier orbital gap (alpha / beta) (eV) = 8.74 / 8.19
- E_HOMO (alpha / beta) (eV) = -7.86 / -9.76
- ΔE to the lowest compared entry with this formula, charge and spin (kcal per mole) = 0.00



[5]
This record from the Open Molecules 2025 dataset describes C6H5N in the gas phase. The level of theory is ωB97M-V with the def2-TZVPD basis set.

Each line ends with the Mulliken spin population.
CARTESIAN COORDINATES (ANGSTROEM)
1 C 0.488 -1.302 0.144  0.11
2 C 0.695 -0.687 -1.143  0.22
3 C -0.673 0.094 2.201  0.06
4 C 0.023 -0.482 1.112  0.30
5 C -0.454 0.971 1.284  0.16
6 C 0.020 0.342 -1.587  0.64
7 N -0.820 1.016 -2.227  0.37
8 H 0.984 -2.306 0.352  -0.01
9 H 1.674 -1.078 -1.683  0.07
10 H -0.664 -0.103 3.247  0.00
11 H -0.360 1.524 0.221  0.02
12 H -0.914 2.013 -1.921  0.05

Values from the calculation:
- largest force on an atom (eV/A) = 6.70
- total energy (eV) = -7783.5166
- multiplicity = 3
- LUMO level (alpha / beta) (eV) = 0.60 / -1.52
- frontier orbital gap (alpha / beta) (eV) = 5.41 / 7.97
- E_HOMO (alpha / beta) (eV) = -4.81 / -9.48
- ΔE to the lowest compared entry with this formula, charge and spin (kcal per mole) = 79.77



[6]
This record from the Open Molecules 2025 dataset describes a molecular structure, C6H5N2O6Zn. The level of theory is ωB97M-V with the def2-TZVPD basis set.

Each line ends with the Löwdin charge.
CARTESIAN COORDINATES (ANGSTROEM)
1 O 1.766 1.916 -4.972  0.04
2 C 1.311 1.597 -3.977  0.01
3 Zn 0.067 0.003 -0.026  0.28
4 O -1.463 2.212 -2.319  0.10
5 C -0.873 1.693 -1.491  -0.04
6 C -1.646 0.054 0.978  0.00
7 O -2.518 0.021 1.734  0.20
8 C 1.550 -1.433 0.876  -0.02
9 O 2.076 -2.198 1.541  0.14
10 C -0.928 -1.846 -1.262  0.03
11 O -1.219 -2.712 -1.944  0.15
12 H 1.242 0.122 -1.108  -0.04
13 N 0.139 1.209 4.186  0.21
14 C 0.140 0.105 3.427  -0.59
15 N -0.085 -1.066 4.050  0.21
16 O 0.381 0.163 2.176  -0.19
17 H 0.003 1.136 5.191  0.13
18 H 0.341 2.094 3.756  0.13
19 H -0.050 -1.913 3.510  0.12
20 H -0.226 -1.143 5.055  0.14

Values from the calculation:
- largest force on an atom (eV/A) = 5.78
- total energy (eV) = -69977.7101
- charge = +1
- LUMO level (eV) = -4.09
- frontier orbital gap (eV) = 8.29
- E_HOMO (eV) = -12.37
- ΔE to the lowest compared entry with this formula, charge and spin (kcal per mole) = 1.33



[7]
This record from the Open Molecules 2025 dataset describes C6H5N3O in the gas phase. The level of theory is ωB97M-V with the def2-TZVPD basis set.

Each line ends with the Löwdin charge.
CARTESIAN COORDINATES (ANGSTROEM)
1 C 2.794 -0.428 -0.857  0.12
2 C 1.779 -0.401 -0.195  -0.10
3 C 0.578 -0.382 0.573  -0.20
4 C 0.491 -0.408 1.959  -0.03
5 N -0.790 -0.126 2.258  -0.01
6 N -1.542 0.107 1.192  0.12
7 C -0.770 -0.164 0.145  -0.18
8 C -1.300 -0.038 -1.243  -0.46
9 N -0.791 0.916 -2.033  0.12
10 O -2.543 -0.098 -1.461  -0.02
11 H 3.670 -0.517 -1.474  0.03
12 H 1.257 -0.499 2.722  0.13
13 H -1.185 -0.004 3.183  0.16
14 H 0.199 0.887 -2.247  0.09
15 H -1.848 1.155 -2.521  0.23

Values from the calculation:
- largest force on an atom (eV/A) = 5.55
- total energy (eV) = -12816.9924
- LUMO level (eV) = 0.59
- frontier orbital gap (eV) = 9.82
- E_HOMO (eV) = -9.23
- ΔE to the lowest compared entry with this formula, charge and spin (kcal per mole) = 81.97
- SMILES = C#Cc1c[nH]nc1C(N)=O



[8]
This record from the Open Molecules 2025 dataset describes C6H5N3O in the gas phase. The level of theory is ωB97M-V with the def2-TZVPD basis set.

Each line ends with the Löwdin charge.
CARTESIAN COORDINATES (ANGSTROEM)
1 O -3.270 -0.637 -0.144  0.04
2 C -2.120 -0.268 -0.077  -0.35
3 C -1.587 1.197 0.271  0.01
4 C -0.285 1.614 0.040  -0.06
5 C 0.703 0.634 0.111  -0.34
6 N 2.054 0.983 -0.215  0.18
7 N 2.676 -0.204 -0.026  -0.09
8 N 1.780 -1.264 0.008  0.07
9 C 0.479 -0.608 0.220  -0.25
10 C -0.769 -1.210 -0.096  0.09
11 H -2.371 1.938 -0.100  0.11
12 H -0.040 2.748 -0.122  0.15
13 H 3.563 -0.147 -0.557  0.16
14 H 2.113 -2.057 0.753  0.21
15 H -1.197 -2.157 -0.003  0.06

Values from the calculation:
- largest force on an atom (eV/A) = 11.92
- total energy (eV) = -12814.9499
- LUMO level (eV) = -1.12
- frontier orbital gap (eV) = 6.57
- E_HOMO (eV) = -7.69
- ΔE to the lowest compared entry with this formula, charge and spin (kcal per mole) = 129.07
- SMILES = O=c1ccc2n[nH][nH]c-2c1